No. 1
{"formula": "C3H10NO2S2", "method": "the ωB97M-V functional and the def2-TZVPD basis", "elements": ["S", "S", "O", "O", "N", "C", "C", "C", "H", "H", "H", "H", "H", "H", "H", "H", "H", "H"], "positions_angstrom": [[0.8181, 1.1814, 1.8270], [-1.1014, 1.8137, 2.3544], [-1.5464, -1.0301, -1.6523], [0.5822, -3.0262, -3.2082], [1.0542, -0.9371, -1.6491], [0.7075, 0.9133, 0.0694], [0.3921, -0.5248, -0.3730], [-1.1015, -0.7088, -0.5868], [-1.3524, 2.5563, 1.2690], [0.2013, -3.2376, -4.0726], [0.8062, -0.2330, -2.3400], [1.6830, 1.1998, -0.3493], [0.6362, -1.8270, -2.0171], [0.1001, 1.6520, -0.4374], [2.0662, -0.9881, -1.5985], [0.7623, -3.8565, -2.7523], [0.6918, -1.1469, 0.4721], [-1.7420, -0.4863, 0.2812]], "largest_force_ev_per_a": 1.42, "relative_energy_kj_mol": 58.7, "charge": 1, "e_tot_ha": -1121.652875, "homo_energy_ev": -12.11}

No. 2
{"formula": "C3H10NO2Si", "method": "the ωB97M-V functional and the def2-TZVPD basis", "elements": ["Si", "O", "O", "N", "C", "C", "C", "H", "H", "H", "H", "H", "H", "H", "H", "H", "H"], "positions_angstrom": [[-2.6242, 0.2247, -0.1877], [-1.2928, -0.6288, -0.2134], [3.2189, -0.2241, -0.3574], [1.0892, -1.4989, 0.0058], [2.5450, 0.8244, -0.1739], [0.4787, -0.3519, 0.5705], [1.1647, 0.9444, 0.0974], [1.0463, 1.7093, 0.9312], [0.7134, 1.3024, -0.7862], [-3.1036, -0.7744, -1.2431], [0.8254, -2.3176, 0.6816], [-3.3406, 0.0875, 1.2471], [2.2374, -1.1800, -0.2923], [3.0915, 1.7264, -0.2018], [0.5909, -1.6686, -0.8126], [-2.7781, 1.7028, -0.7039], [-0.0760, -0.4817, 1.5193]], "largest_force_ev_per_a": 6.99, "relative_energy_kj_mol": 616.1, "charge": 1, "e_tot_ha": -614.644629, "homo_energy_ev": -13.58}

No. 3
{"formula": "C3H10NO3", "method": "the ωB97M-V functional and the def2-TZVPD basis", "elements": ["O", "O", "O", "N", "C", "C", "C", "H", "H", "H", "H", "H", "H", "H", "H", "H", "H"], "positions_angstrom": [[-2.0049, 0.8516, -1.1483], [-0.6132, 0.0471, 3.3360], [1.7924, -0.0241, -2.1994], [0.7976, -0.7702, 0.6495], [0.7986, 0.6722, -1.3441], [-1.3392, 0.3747, -0.0913], [0.0171, -0.2976, -0.5048], [-0.3579, -1.1645, -1.0660], [1.7894, -0.5971, 0.6444], [1.3656, -0.5758, -2.8629], [-1.5295, -0.0375, 3.0229], [-0.0585, -0.0914, 2.5762], [1.4779, 1.3577, -0.8377], [-1.8971, -0.4102, 0.5269], [0.6783, -1.7601, 0.7450], [-1.1095, 1.2188, 0.6220], [0.1929, 1.2064, -2.0683]], "largest_force_ev_per_a": 2.60, "relative_energy_kj_mol": 72.7, "charge": -1, "e_tot_ha": -400.759762, "homo_energy_ev": -2.58}

No. 4
{"formula": "C3H10NO3", "method": "the ωB97M-V functional and the def2-TZVPD basis", "elements": ["O", "O", "O", "N", "C", "C", "C", "H", "H", "H", "H", "H", "H", "H", "H", "H", "H"], "positions_angstrom": [[-0.5391, 2.4637, 0.2108], [0.2815, 1.8824, -1.7942], [2.2611, -0.3074, -0.8066], [-0.1105, -0.5118, 0.5860], [-0.8535, -1.6594, 1.1742], [-0.2382, 1.5875, -0.7652], [-0.8945, 0.2493, -0.4419], [-1.8525, -1.7369, 0.7498], [-0.2074, 3.3451, -0.0281], [3.1480, -0.1960, -0.4542], [-1.8511, 0.4859, 0.0193], [0.1951, 0.1690, 1.2844], [-0.3373, -2.5857, 0.9482], [0.7638, -0.8199, 0.1495], [2.3309, -0.4807, -1.7462], [-1.0887, -0.3370, -1.3281], [-1.0074, -1.5481, 2.2421]], "largest_force_ev_per_a": 1.17, "relative_energy_kj_mol": 89.1, "charge": 1, "e_tot_ha": -400.550738, "homo_energy_ev": -14.93}